Below is a molecular structure, C22H40As4F7KN2O2 in a non-equilibrium geometry, with properties calculated with wB97M-V/def2-TZVPD.

Summary:
- Max |F|: 1.5 eV/Å
- Spin multiplicity: 2
- Charge: -1
- Calculated total energy: -11364.433792 Ha

```
78
C22H40As4F7KN2O2 (wB97M-V/def2-TZVPD)
K 0.26 -1.14 0.09
C -1.12 -3.54 3.60
C -1.06 -2.25 2.83
N -0.02 -1.51 2.77
O 1.06 -2.06 3.52
C -2.28 -1.81 2.13
C -3.63 -2.14 2.70
N -2.11 -1.13 1.04
O -3.15 -0.64 0.42
H -0.12 -3.95 3.75
H -1.72 -4.26 3.04
H -1.59 -3.39 4.57
H 1.82 -1.59 3.17
H -3.70 -1.85 3.75
H -3.86 -3.20 2.64
H -4.37 -1.59 2.12
C 2.38 4.92 0.44
As 1.21 3.51 -0.27
C 2.22 3.24 -1.93
C -0.15 4.64 -1.14
C -1.37 5.14 -0.35
C -1.00 5.44 1.10
C -2.58 4.20 -0.40
As -2.79 2.26 0.09
C -1.71 2.10 1.72
C -1.53 1.52 -1.23
C -1.82 6.49 -0.97
As -2.20 6.81 -2.89
C -2.79 5.11 -3.66
C -0.39 6.77 -3.66
H 2.00 5.28 1.40
H 2.45 5.75 -0.26
H 3.37 4.49 0.61
H 2.34 4.19 -2.46
H 1.69 2.53 -2.57
H 3.21 2.83 -1.70
H -0.47 4.09 -2.03
H 0.42 5.50 -1.50
H -0.66 4.54 1.62
H -1.87 5.82 1.65
H -0.21 6.20 1.16
H -2.96 4.18 -1.42
H -3.38 4.68 0.19
H -2.08 2.81 2.46
H -0.65 2.27 1.55
H -1.85 1.09 2.11
H -1.65 2.09 -2.16
H -1.82 0.49 -1.40
H -0.49 1.59 -0.91
H -1.05 7.25 -0.77
H -2.72 6.82 -0.46
H -3.80 4.86 -3.34
H -2.13 4.28 -3.43
H -2.81 5.25 -4.74
H 0.27 7.42 -3.09
H -0.44 7.15 -4.68
H 0.03 5.76 -3.67
F 2.08 -2.46 0.83
As 1.85 -3.84 -0.24
F 1.17 -2.71 -1.42
F 3.43 -3.53 -0.90
F 1.59 -5.14 -1.34
F 2.51 -4.89 0.96
F 0.25 -4.01 0.42
F 4.03 -0.11 5.85
C 3.85 -0.04 4.51
C 3.08 0.98 3.99
C 2.91 1.05 2.62
C 3.50 0.10 1.76
C 3.33 0.18 0.36
C 4.25 -0.94 2.34
C 4.43 -1.01 3.71
H 2.62 1.69 4.66
H 2.29 1.84 2.20
H 3.75 -0.56 -0.29
H 2.73 0.97 -0.07
H 4.67 -1.71 1.70
H 5.00 -1.82 4.16
```

Below is a molecular structure, C31H30AsCl2F7N2PPbSSe in a non-equilibrium geometry, with properties calculated with wB97M-V/def2-TZVPD.

Summary:
- Max |F|: 3.0 eV/Å
- Spin multiplicity: 2
- Calculated total energy: -8497.983068 Ha

```
77
C31H30AsCl2F7N2PPbSSe (wB97M-V/def2-TZVPD)
Pb 0.05 3.07 -0.72
Cl 3.06 3.11 0.87
C 4.38 2.49 -0.03
C 5.37 1.74 0.57
C 6.43 1.30 -0.21
C 6.50 1.58 -1.56
C 5.55 2.34 -2.16
Cl 5.71 2.70 -3.83
C 4.45 2.81 -1.43
S 3.16 3.67 -2.14
H 5.30 1.48 1.63
H 7.09 0.55 0.27
H 7.26 1.16 -2.16
F -0.28 3.45 1.32
C 0.56 -5.64 -1.78
C 0.34 -4.18 -1.34
C 1.15 -3.12 -1.74
C 0.95 -1.82 -1.15
C 1.90 -0.66 -1.46
C -0.14 -1.62 -0.32
As -0.55 0.29 0.36
N -2.43 0.44 0.12
C -3.00 0.32 -1.02
C -4.46 0.57 -1.08
C -5.14 0.54 -2.25
C -4.49 0.07 -3.47
C -3.21 -0.35 -3.52
C -2.33 -0.23 -2.30
C -0.41 -0.04 2.32
C 0.86 -0.50 2.71
C 2.00 -0.67 1.77
C 1.09 -0.85 4.05
C 0.11 -0.66 5.00
C 0.44 -0.89 6.50
C -1.11 -0.15 4.60
C -1.46 0.17 3.29
C -2.79 0.71 3.00
C -0.96 -2.71 0.07
C -2.10 -2.52 1.04
C -0.71 -3.92 -0.46
H -0.10 -5.94 -2.60
H 0.25 -6.28 -0.92
H 1.59 -5.93 -2.07
H 1.97 -3.27 -2.42
H 2.80 -0.85 -0.93
H 1.47 0.36 -1.33
H 2.18 -0.76 -2.55
H -4.90 0.85 -0.11
H -6.19 0.79 -2.31
H -5.09 0.02 -4.35
H -2.86 -0.71 -4.46
H -1.85 -1.21 -2.08
H 2.22 0.29 1.31
H 1.97 -1.53 1.11
H 2.93 -0.78 2.39
H 1.98 -1.31 4.39
H 0.81 -1.91 6.77
H -0.33 -0.60 7.18
H 1.25 -0.21 6.67
H -1.89 -0.05 5.37
H -3.34 0.74 3.94
H -3.34 0.08 2.31
H -2.82 1.74 2.61
H -1.94 -1.86 1.89
H -2.40 -3.48 1.38
H -2.96 -1.99 0.60
H -1.31 -4.77 -0.19
Se 1.23 1.40 -4.15
C -0.20 0.84 -3.30
N -1.21 0.59 -2.77
F -2.35 3.15 -1.19
P -2.64 4.58 -2.12
F -3.58 3.74 -3.12
F -3.87 4.96 -1.17
F -1.37 4.11 -3.01
F -2.76 5.93 -3.01
F -1.51 5.28 -1.13
```

Below is C7H10 in the gas phase in a non-equilibrium geometry, with properties calculated with wB97M-V/def2-TZVPD.

Summary:
- Max |F|: 2.9 eV/Å
- Calculated total energy: -272.608153 Ha
- SMILES string: C=C=C/C(C)=C/C

```
17
C7H10 (wB97M-V/def2-TZVPD)
C -0.43 -0.34 -1.58
C -0.32 0.59 -0.47
C 0.09 -1.46 -1.15
C 0.41 -2.65 -0.75
C 0.72 0.23 0.29
C -1.39 1.58 -0.15
C 0.97 0.75 1.68
H -0.82 -0.13 -2.56
H 1.44 -2.96 -0.67
H -0.32 -3.35 -0.40
H 1.53 -0.35 -0.10
H -2.08 1.18 0.59
H -1.95 1.81 -1.06
H -0.96 2.50 0.24
H 0.07 1.18 2.12
H 1.75 1.50 1.68
H 1.30 -0.07 2.31
```

Below is 2 unconnected molecules or ions with the total composition C4H7NO in a non-equilibrium geometry, with properties calculated with wB97M-V/def2-TZVPD.

Summary:
- Max |F|: 1.9 eV/Å
- Calculated total energy: -286.461484 Ha

```
13
C4H7NO (wB97M-V/def2-TZVPD)
C 1.16 0.70 0.57
C 0.23 -0.34 -0.99
C -0.32 -1.24 0.05
N -0.96 -0.17 0.86
C -1.36 0.67 -0.02
O -0.82 0.55 -1.25
H 1.16 1.67 0.09
H 0.87 0.88 1.64
H 2.09 0.16 0.58
H 0.61 -0.70 -1.97
H -1.15 -1.90 -0.25
H 0.45 -1.82 0.55
H -1.94 1.56 0.15
```

Energy relative to the best compared isomer or geometry (same formula, charge and spin) per entry: 1.398; 0.784; 2.989; 4.630 eV